No. 1
ORCA calculation (wB97M-V/def2-TZVPD) on a cluster of 2 separate species, C3H2NO5P in total.

Computed properties:
LUMO (alpha / beta), eV: 6.328 / 6.285
Net charge: -2

Last column: Mulliken charge in e.
Atoms and positions in Å:
1 C -3.629 -0.103 -0.163  0.58
2 C -2.116 -0.276 0.191  0.07
3 C 3.105 1.227 -0.176  0.43
4 N 1.379 -0.750 0.486  -0.47
5 O -3.825 -0.061 -1.379  -0.65
6 O 3.520 2.377 -0.023  -0.68
7 O -4.380 -0.022 0.812  -0.67
8 O -1.549 -1.332 0.249  -0.46
9 O 3.634 0.232 -0.682  -0.69
10 P 1.331 0.939 0.517  -0.12
11 H 0.466 -1.178 0.376  0.39
12 H 2.064 -1.054 -0.208  0.27

=====

No. 2
ORCA calculation (wB97M-V/def2-TZVPD) on the ion C3H2NOS2 with charge -1.

Computed properties:
Energy relative to the best compared isomer or geometry (same formula, charge and spin), kJ/mol: 204.05
LUMO, eV: 3.525
SMILES string: O=C1C=N[C@@H]([S-])S1
Net charge: -1

Last column: Mulliken charge in e.
Atoms and positions in Å:
1 O -1.258 -2.208 -1.581  -0.57
2 C -0.496 -1.492 -0.963  0.54
3 C -0.406 -0.009 -0.924  -0.17
4 N 0.016 0.588 0.116  -0.45
5 C 0.348 -0.212 1.144  -0.26
6 S -0.815 -0.451 2.571  -0.53
7 S 0.542 -2.106 0.367  -0.20
8 H -0.692 0.469 -1.846  0.36
9 H 1.324 0.231 1.525  0.28

=====

No. 3
ORCA calculation (wB97M-V/def2-TZVPD) on a structure of composition C3H2NS3.

Computed properties:
Energy relative to the best compared isomer or geometry (same formula, charge and spin), kJ/mol: 283.82
LUMO, eV: 2.559
Net charge: -1

Last column: Mulliken charge in e.
Atoms and positions in Å:
1 C 0.590 0.472 -0.041  -0.26
2 C 1.939 0.823 -0.036  -0.20
3 C 2.703 -0.353 0.017  -0.06
4 N 0.353 -0.872 -0.035  -0.14
5 S 2.498 2.420 -0.093  -0.53
6 S 4.996 -0.544 0.053  -0.45
7 S 1.796 -1.776 0.068  0.01
8 H -0.233 1.158 -0.059  0.43
9 H -0.553 -1.291 0.070  0.19